A) Computed, not measured: an isolated ion of composition C4H6NO2 and charge +1, with wB97M-V/def2-TZVPD.

Geometry as XYZ:
```
13
C4H6NO2 wB97M-V/def2-TZVPD
C -0.266 -0.377 -1.777
C 0.364 0.449 -0.877
C -1.328 -1.097 -1.160
C 0.363 0.753 1.622
N -0.035 0.652 0.330
O -1.573 -0.994 0.023
O 1.489 0.107 2.057
H -0.022 -0.444 -2.820
H 1.238 0.996 -1.235
H -1.959 -1.700 -1.832
H 0.491 1.830 1.884
H -0.518 0.482 2.257
H 1.755 -0.656 1.529
```

## Properties
Gap between HOMO and LUMO (alpha / beta), eV: 6.83 / 7.34
Total charge: +1

***

B) Computed, not measured: an isolated ion of composition C4H6NO2 and charge +1, with wB97M-V/def2-TZVPD.

Geometry as XYZ:
```
13
C4H6NO2 wB97M-V/def2-TZVPD
C -0.903 1.499 1.057
C -0.444 0.898 -0.314
O -0.627 1.203 -1.437
C 0.605 -0.237 -0.208
C -0.069 -1.866 -0.870
N 1.755 -0.100 0.100
O 2.896 0.048 0.353
H -1.025 0.759 1.820
H -1.782 2.035 0.978
H -0.072 2.135 1.339
H -1.100 -1.793 -0.385
H 0.172 -1.924 -1.913
H 0.594 -2.657 -0.521
```

## Properties
SMILES: CC(=O)C(C)=[N+]=O
Gap between HOMO and LUMO (alpha / beta), eV: 8.40 / 8.40
Total charge: +1

***

A) wins, 0.820 eV ahead of the next structure.

***

A) Computed, not measured: an isolated ion of composition C4H13N3 and charge -1, with wB97M-V/def2-TZVPD.

Geometry as XYZ:
```
20
C4H13N3 wB97M-V/def2-TZVPD
C 0.779 0.440 -0.531
N 1.603 -0.402 0.276
C 1.766 -1.800 -0.210
N 0.864 -2.684 0.473
C -0.351 1.338 0.288
N -1.673 1.158 -0.414
C -2.755 1.992 -0.008
H 0.321 -0.336 -1.102
H 1.406 1.082 -1.187
H 2.343 -0.133 0.883
H 1.453 -1.643 -1.313
H 2.878 -2.106 -0.081
H 1.231 -2.951 1.342
H -0.143 -2.501 0.337
H -0.406 0.811 1.307
H -0.153 2.468 0.352
H -1.824 0.263 -0.635
H -3.209 1.441 0.819
H -2.483 2.949 0.494
H -3.601 2.334 -0.802
```

## Properties
Expectation value of S²: 0.751
2S+1: 2
Gap between HOMO and LUMO (alpha / beta), eV: 2.36 / 8.45
Total charge: -1

***

B) Computed, not measured: an isolated ion of composition C4H13N3 and charge -1, with wB97M-V/def2-TZVPD.

Geometry as XYZ:
```
20
C4H13N3 wB97M-V/def2-TZVPD
C -0.178 0.032 0.103
N -0.351 -0.426 -1.284
C -1.719 -0.489 -1.687
N -2.360 0.855 -1.898
C 1.180 -0.476 0.658
C 2.120 0.759 1.341
N 0.719 -1.319 1.761
H -0.931 -0.428 0.598
H -0.341 1.146 0.219
H 0.329 0.108 -1.860
H -2.100 -1.113 -0.992
H -1.811 -1.022 -2.677
H -2.731 1.222 -0.965
H -1.916 1.410 -2.738
H 1.769 -1.224 0.166
H 2.980 0.317 1.753
H 2.523 1.397 0.640
H 1.609 1.357 2.093
H -0.110 -0.894 2.213
H 1.318 -1.212 2.558
```

## Properties
Expectation value of S²: 0.750
2S+1: 2
Gap between HOMO and LUMO (alpha / beta), eV: 2.70 / 8.67
Total charge: -1

***

B) wins, 0.344 eV ahead of the next structure.